Formula: CH5BrN
Source: OMol25
Level of theory: ωB97M-V/def2-TZVPD

Results
**ΔE to the lowest compared entry with this formula, charge and spin**: 0.5 kcal/mol
**SMILES**: [NH3+]CBr
**Calculated total energy**: -72642.906 eV
**Multiplicity**: 1
**Net charge**: +1
**HOMO**: -15.430 eV

Atoms and positions in Å:
C -0.327 -0.660 0.061
N 0.567 0.516 0.089
Br -2.173 0.010 0.075
H -0.205 -0.943 -1.008
H -0.140 -1.416 0.849
H 0.556 1.219 0.846
H 1.452 0.240 -0.132
H 0.271 1.035 -0.780



Formula: CH5BrN
Source: OMol25
Level of theory: ωB97M-V/def2-TZVPD

Results
**ΔE to the lowest compared entry with this formula, charge and spin**: 110.0 kcal/mol
**Calculated total energy**: -72638.161 eV
**Multiplicity**: 1
**Net charge**: +1
**HOMO (spin up / spin down)**: -14.935 / -14.947 eV

Atoms and positions in Å:
C -0.489 0.364 -0.359
N 0.393 -0.666 0.396
Br -2.333 0.087 0.212
H 0.773 2.822 -0.649
H -0.218 0.133 -1.440
H 0.951 -1.337 -0.202
H 1.142 -0.205 0.972
H -0.219 -1.199 1.070



Formula: CH5BrN
Source: OMol25
Level of theory: ωB97M-V/def2-TZVPD

Results
**ΔE to the lowest compared entry with this formula, charge and spin**: 7.8 kcal/mol
**Calculated total energy**: -72637.791 eV
**Multiplicity**: 3
**Net charge**: +1
**HOMO (spin up / spin down)**: -11.787 / -17.081 eV
**⟨S²⟩**: 2.007

Atoms and positions in Å:
C 0.091 -0.825 -0.039
N 0.660 0.368 -0.065
Br -2.442 -0.056 0.047
H -0.200 -1.102 -0.991
H 0.183 -1.420 0.834
H -1.585 0.730 -0.970
H 1.189 0.624 0.841
H 0.886 0.866 -0.928



Formula: CH5BrO
Source: OMol25
Level of theory: ωB97M-V/def2-TZVPD

Results
**ΔE to the lowest compared entry with this formula, charge and spin**: 0.0 kcal/mol
**SMILES**: CBr.O
**Calculated total energy**: -73207.976 eV
**Multiplicity**: 1
**HOMO**: -10.369 eV

Atoms and positions in Å:
Br 1.195 2.350 1.370
C 1.605 1.181 2.820
H 2.232 0.344 2.471
H 0.679 0.770 3.254
H 2.152 1.726 3.608
O -0.066 -1.172 0.767
H 0.034 -0.241 0.464
H -0.555 -1.618 0.039